No. 1
Molecular formula: C29H23BrO3OsPS3
Method: DFT, ωB97M-V/def2-TZVPD

Structure (XYZ):
```
61
Properties=species:S:1:pos:R:3:forces:R:3
Os 0.2373 0.2158 0.3189 -0.8 0.2 0.2
Br -1.8810 -1.5623 -0.2921 0.2 0.1 -0.1
C -2.6970 -0.1914 -1.3441 0.1 0.0 0.1
C -3.6978 -0.5594 -2.1889 -0.2 0.0 -0.1
C -4.3532 0.4389 -2.9365 0.0 -0.1 0.0
C -3.9952 1.7480 -2.7880 0.0 0.1 0.0
C -2.9576 2.1238 -1.9038 0.0 0.1 0.0
C -2.5989 3.4893 -1.7357 -0.1 0.0 -0.1
C -1.6182 3.8537 -0.8626 0.1 0.0 0.1
C -0.9272 2.8650 -0.1316 -0.1 0.1 0.0
C -1.1722 1.5117 -0.3060 0.3 0.0 0.0
C -2.2577 1.1354 -1.1695 0.0 0.0 0.0
H -3.9921 -1.5962 -2.2790 0.0 0.0 0.0
H -5.1462 0.1578 -3.6170 0.0 0.0 0.0
H -4.5065 2.5215 -3.3481 0.0 0.0 0.0
H -3.1358 4.2391 -2.3058 0.0 0.0 0.0
H -1.3651 4.8976 -0.7308 0.0 0.0 0.0
H -0.1596 3.1774 0.5672 0.0 0.0 0.0
C -0.2212 -5.6808 -3.6691 0.1 0.0 0.0
C 0.4618 -4.5615 -2.9297 0.0 -0.1 -0.1
C 0.5408 -4.5689 -1.5410 0.0 -0.1 0.0
C 1.1501 -3.5312 -0.8537 0.1 -0.1 0.1
C 1.6948 -2.4824 -1.5735 -0.1 0.1 -0.2
C 1.6564 -2.4582 -2.9660 0.0 0.0 0.1
C 1.0420 -3.5012 -3.6301 0.0 0.0 0.0
S 2.3594 -1.0876 -0.7567 0.2 -0.1 0.1
O 1.9223 -1.1615 0.6808 0.3 -0.1 -0.2
O 3.7571 -0.9773 -0.9580 0.1 0.1 -0.1
O 1.5459 0.0984 -1.2827 0.0 -0.3 0.1
H -0.9413 -6.1941 -3.0333 0.0 0.0 0.0
H 0.5097 -6.4182 -4.0077 0.0 0.0 0.0
H -0.7409 -5.3069 -4.5508 0.0 0.0 0.0
H 0.1136 -5.3961 -0.9855 0.0 0.0 0.0
H 1.2002 -3.5406 0.2284 0.0 0.0 -0.1
H 2.0952 -1.6323 -3.5124 0.0 0.0 0.0
H 1.0059 -3.4946 -4.7127 0.0 0.0 0.0
S 1.4644 -2.3483 3.1247 0.1 -0.3 0.0
P 1.1488 -0.3830 3.5204 -0.3 0.5 0.0
S -0.4336 0.4728 2.5207 -0.1 0.1 0.2
C 0.7349 -0.4191 5.2682 0.1 -0.2 0.1
C -0.4899 0.0332 5.7540 0.0 0.0 0.0
C -0.7309 -0.0107 7.1181 0.0 0.0 0.0
C 0.2297 -0.5177 7.9837 0.0 0.0 0.0
C 1.4471 -0.9794 7.4968 0.0 0.0 0.0
C 1.7062 -0.9330 6.1382 -0.1 0.1 0.0
C 2.6172 0.6176 3.3135 0.1 -0.2 0.1
C 3.8422 0.0525 2.9758 0.0 0.0 0.0
C 4.9730 0.8557 2.9418 0.0 0.0 0.0
C 4.8735 2.2042 3.2499 0.0 0.0 0.0
C 3.6447 2.7643 3.5845 0.0 0.0 0.0
C 2.5090 1.9742 3.6200 0.1 0.0 -0.1
H -1.2439 0.4195 5.0810 0.0 0.0 0.0
H -1.6759 0.3473 7.5044 0.0 0.0 0.0
H 0.0278 -0.5545 9.0468 0.0 0.0 0.0
H 2.1922 -1.3746 8.1742 0.0 0.0 0.0
H 2.6604 -1.2763 5.7547 0.0 0.0 0.0
H 3.9098 -0.9978 2.7239 0.0 0.0 0.0
H 5.9291 0.4262 2.6731 0.0 0.0 0.0
H 5.7586 2.8268 3.2283 0.0 0.0 0.0
H 3.5732 3.8181 3.8202 0.0 0.0 0.0
H 1.5493 2.4059 3.8794 0.0 0.0 0.0
```
Forces are in eV/Å.

Properties
- ⟨S²⟩: 6.042
- E_HOMO (alpha / beta): -10.64 / -11.03 eV
- Multiplicity: 5
- E_tot: -5544.97493 a.u.
- Molecular weight: 816.81 g/mol
- Gap between HOMO and LUMO (alpha / beta): 0.298 / 0.191 Eh
- Total charge: +1

Want to see where the charge sits? The Mulliken charges in e are: 1.4451 -0.1825 0.8024 -0.7414 -0.5503 -0.9478 0.9638 -0.7113 -1.0543 -0.3251 -0.6584 0.9016 0.4255 0.4012 0.3869 0.3933 0.3903 0.4454 -1.4616 0.8658 -0.8074 -0.3086 0.7212 -0.9278 -0.7731 1.0247 -0.4036 -0.6419 -0.7214 0.3702 0.3102 0.3860 0.3954 0.3906 0.4509 0.4135 -0.1021 1.1323 -0.5679 0.6579 -0.4413 -0.6883 -0.4276 -0.7563 -0.4508 0.6851 -0.2370 -0.6760 -0.4522 -0.6774 -0.6225 0.3120 0.4136 0.3960 0.4052 0.3769 0.3790 0.4299 0.4146 0.4261 0.4034

***

No. 2
Molecular formula: C30H45BrN2P2Pd
Method: DFT, ωB97M-V/def2-TZVPD

Structure (XYZ):
```
81
Properties=species:S:1:pos:R:3:forces:R:3
N -0.7055 -5.4809 3.3611 -0.7 1.0 -4.0
C -1.7822 -4.7849 3.0007 -0.9 0.3 1.3
C -2.0427 -4.4347 1.6597 1.0 -0.8 -0.1
C -1.1323 -4.8716 0.6611 0.7 -0.6 1.2
C 0.0247 -5.5743 1.0877 -0.8 0.3 0.7
C 0.1892 -5.8557 2.4491 1.3 -1.0 0.7
C -1.2511 -4.4796 -0.7218 -1.0 -0.1 -0.2
Pd 0.5785 0.8473 -1.4039 -1.2 1.0 1.2
P 0.5464 3.3557 -1.7747 0.1 2.0 0.0
C -0.1563 -4.3497 -1.5360 0.8 0.2 -1.1
C 0.0348 -3.2021 -2.3719 -0.8 -0.7 0.1
C 1.3520 -2.7644 -2.6902 0.4 -0.1 0.3
C 1.5771 -1.4492 -2.9781 -0.3 0.4 0.3
C 0.4618 -0.5333 -2.9175 0.2 -0.4 -3.1
C -0.8780 -1.0511 -3.0082 0.2 -0.1 0.4
C -1.0770 -2.3692 -2.6846 -0.2 0.8 0.3
Br 0.7756 1.1559 -4.0791 -0.3 -1.7 0.4
H -2.2491 -4.2514 -1.1028 0.2 0.6 0.4
H 0.6654 -5.0584 -1.4912 0.3 0.4 0.6
H -2.9129 -3.8242 1.4226 0.1 -0.3 0.2
H 0.7816 -5.9149 0.3782 -0.2 0.0 0.5
H -2.4811 -4.4895 3.7894 0.2 -0.1 -0.1
H 1.0748 -6.4097 2.7797 -0.3 0.1 0.1
H 2.1888 -3.4558 -2.5943 -0.2 0.1 -0.2
H -2.0840 -2.7799 -2.5760 0.3 0.3 -0.3
H 2.5712 -1.0591 -3.1944 -0.3 -0.3 -0.1
H -1.6958 -0.3712 -3.2457 0.2 -0.3 -0.1
P 1.7355 0.2522 0.5105 1.4 -0.3 1.4
C -1.0251 3.6460 -2.6914 -0.2 -0.5 -0.1
C -0.9664 4.4567 -3.9868 -0.3 0.4 -0.4
H -1.7216 4.1129 -1.9750 0.3 -0.2 -0.1
H -1.4311 2.6446 -2.9165 0.0 0.4 0.1
H -1.9539 4.4081 -4.4732 0.3 0.0 0.2
H -0.7580 5.5249 -3.8162 0.1 -0.5 0.0
H -0.2472 4.0568 -4.7059 -0.1 0.1 0.1
C 2.1826 3.7199 -2.5520 0.2 -0.9 0.0
C 2.3578 4.8974 -3.5032 0.1 0.8 -0.6
H 2.4715 2.7987 -3.0793 0.1 0.4 0.3
H 2.8750 3.8223 -1.7002 -0.3 -0.1 -0.1
H 3.2221 4.6788 -4.1500 -0.3 0.1 0.2
H 1.4981 5.0729 -4.1646 0.4 -0.1 0.3
H 2.5957 5.8353 -2.9794 -0.2 -0.4 -0.1
C 0.4932 4.5171 -0.3623 0.1 -0.8 0.7
C 0.3049 6.0008 -0.6889 -0.3 0.4 -0.3
H 1.4293 4.3628 0.1950 -0.2 0.1 -0.3
H -0.3210 4.1708 0.2941 0.2 0.2 -0.1
H 0.6073 6.5657 0.1986 0.0 -0.1 -0.1
H 0.9061 6.3630 -1.5315 -0.1 -0.2 0.2
H -0.7472 6.2471 -0.8827 0.3 -0.1 0.0
C 1.4931 1.1300 2.1193 -0.5 -0.2 0.0
C 1.8857 2.6061 2.1799 0.0 0.1 0.1
H 2.0779 0.5677 2.8671 -0.1 0.1 -0.4
H 0.4362 0.9939 2.3912 0.3 0.0 0.1
H 2.0176 2.8862 3.2364 0.0 0.0 -0.4
H 2.8288 2.8074 1.6495 -0.3 0.0 0.3
H 1.0980 3.2521 1.7724 0.3 -0.2 0.2
C 3.5392 0.4992 0.2237 -0.3 0.3 -0.1
C 4.1976 -0.4392 -0.7825 0.2 0.0 -0.1
H 4.0254 0.4286 1.2099 -0.2 0.0 -0.2
H 3.6273 1.5450 -0.1074 0.1 -0.2 0.1
H 5.1964 -0.0511 -1.0296 -0.3 -0.3 0.1
H 4.3126 -1.4526 -0.3789 0.0 0.2 -0.1
H 3.6289 -0.5039 -1.7150 0.2 0.1 0.2
C 1.5380 -1.5337 0.9111 -0.2 -0.3 -0.3
C 0.8064 -1.8440 2.2201 -0.2 -0.1 0.1
H 2.5417 -1.9896 0.9118 -0.3 0.3 0.0
H 0.9863 -1.9697 0.0623 0.2 0.0 0.2
H 0.9413 -2.9058 2.4691 0.0 0.3 0.0
H 1.1859 -1.2493 3.0611 -0.2 -0.4 -0.2
H -0.2749 -1.6659 2.1280 0.3 0.1 0.1
C -3.9472 1.2814 1.1927 0.1 -0.3 -0.2
C -3.9080 0.3944 0.1123 0.7 0.0 -0.3
C -2.6957 0.2086 -0.5694 -0.7 0.0 0.2
N -1.5693 0.8342 -0.2129 0.7 0.0 -0.5
C -1.6067 1.6652 0.8328 -0.2 0.3 0.3
C -2.7620 1.9168 1.5676 0.2 -0.1 -0.3
H -4.8788 1.4582 1.7251 0.2 0.0 -0.1
H -4.7722 -0.1583 -0.2478 0.0 0.3 0.2
H -2.6550 -0.4487 -1.4387 0.0 0.2 0.4
H -0.6728 2.1653 1.0863 -0.3 -0.1 0.0
H -2.6949 2.6089 2.4033 -0.2 -0.1 -0.1
```
Forces are in eV/Å.

Properties
- ⟨S²⟩: 6.139
- ΔE to the lowest compared entry with this formula, charge and spin: 0.000 eV
- E_HOMO (alpha / beta): -18.80 / -20.32 eV
- Multiplicity: 5
- E_tot: -4662.57571 a.u.
- Molecular weight: 681.98 g/mol
- Gap between HOMO and LUMO (alpha / beta): 0.214 / 0.198 Eh
- Total charge: +4

Want to see where the charge sits? The Mulliken charges in e are: 0.1219 -0.4731 -0.2677 0.6976 -0.2744 -0.5772 -0.6890 0.3036 0.7836 -0.6184 0.6282 -0.8707 -0.6540 -0.0275 -0.6996 -0.7182 0.1778 0.6615 0.6471 0.5165 0.3878 0.4224 0.4208 0.4517 0.5367 0.9448 1.0528 1.6626 -0.0514 -1.4897 0.5580 0.1158 0.4289 0.3912 0.3489 -0.3655 -1.3324 0.3911 0.2872 0.4125 0.2162 0.3843 -0.0560 -1.3417 0.2432 0.1780 0.4135 0.2419 0.3690 -1.2800 -1.1379 0.6103 0.7091 0.4405 0.2992 0.1777 -1.0702 -0.9346 0.5318 0.3181 0.4259 0.3520 0.0093 0.3978 -1.1523 0.6385 -0.7381 0.2162 0.3397 0.3347 -0.4962 -0.9155 -0.2990 0.8147 -0.5393 -1.3577 0.4792 0.5270 0.2769 0.5914 0.5401

***

No. 3
Molecular formula: C4H11NO2
Method: DFT, ωB97M-V/def2-TZVPD

Structure (XYZ):
```
18
Properties=species:S:1:pos:R:3:forces:R:3
C 0.6588 0.8281 -1.2191 -0.8 -0.3 -0.8
C -0.2912 -0.0209 -2.0846 0.5 -0.5 0.0
C 0.1025 1.0126 0.1668 0.6 -0.2 0.0
N -0.0713 -0.1032 0.9291 -0.6 -0.6 0.4
C -0.6959 0.0333 2.2466 -0.1 0.8 -0.6
O -0.1227 2.1246 0.5844 -0.1 0.8 0.4
H 1.6561 0.3872 -1.2401 0.0 0.0 0.3
H 0.7065 1.8228 -1.6578 0.2 0.0 0.2
H -0.0005 0.0670 -3.1297 -0.2 0.2 -0.1
H -1.3423 0.2271 -1.9424 0.1 0.3 -0.1
H -0.1935 -1.0836 -1.8663 -0.1 -0.1 0.2
H -0.2752 -0.9796 0.4671 0.5 0.1 -0.2
H -0.0125 -0.2288 3.0481 0.0 -0.1 0.1
H -0.9570 1.0910 2.3117 0.1 -0.1 0.4
H -1.6309 -0.5179 2.3108 0.1 -0.3 0.0
H 1.2692 -2.5983 -0.5991 -0.4 -0.1 0.1
H 0.5411 -3.7798 0.0315 0.0 -0.2 0.1
O 0.3880 -2.9025 -0.3216 0.5 0.3 -0.3
```
Forces are in eV/Å.

Properties
- ΔE to the lowest compared entry with this formula, charge and spin: 0.391 eV
- E_HOMO: -9.41 eV
- Structure (SMILES): CCC(=O)NC.O
- E_tot: -364.25380 a.u.
- Molecular weight: 105.14 g/mol
- Gap between HOMO and LUMO: 0.362 Eh
- Total charge: 0

Want to see where the charge sits? The Mulliken charges in e are: -0.3582 -1.0082 0.5765 -0.1317 -0.9680 -0.6302 0.2451 0.2550 0.3400 0.3162 0.2251 0.2505 0.2660 0.3385 0.3170 0.3187 0.2898 -0.6420